No. 1
Density functional theory data (ωB97M-V/def2-TZVPD) for C39H34ClFN8O4SeV as an isolated structure at a distorted geometry.

```
! wB97M-V def2-TZVPD RIJCOSX def2/J DEFGRID3
* xyz -1 3
V 0.452 0.423 0.152
C 0.073 3.999 2.971
C -0.835 4.809 2.316
C -1.322 4.413 1.081
C -0.881 3.212 0.547
N 0.034 2.451 1.165
C 0.487 2.827 2.358
C -1.441 2.624 -0.691
C -2.452 3.190 -1.446
C -3.011 2.454 -2.487
C -2.545 1.181 -2.744
C -1.485 0.704 -1.984
N -0.946 1.413 -0.997
H 0.450 4.251 3.952
H -1.181 5.730 2.767
H -2.052 5.014 0.559
H 1.196 2.151 2.817
H -2.841 4.168 -1.206
H -3.839 2.865 -3.051
H -2.992 0.537 -3.488
H -1.074 -0.282 -2.163
C 5.219 -0.527 -0.907
C 5.546 -0.446 -2.372
C 6.671 -1.095 -2.876
C 7.033 -1.007 -4.211
C 6.263 -0.257 -5.087
C 5.124 0.375 -4.618
C 4.762 0.284 -3.277
N 3.596 0.974 -2.848
C 2.582 0.404 -2.111
N 2.478 -0.928 -2.253
C 1.708 -1.886 -1.531
C 0.831 -1.517 -0.512
C 0.189 -2.575 0.142
C 0.402 -3.902 -0.193
C 1.272 -4.216 -1.223
C 1.941 -3.215 -1.911
C 2.883 -3.569 -3.035
N 1.768 1.125 -1.401
C 1.936 2.542 -1.447
C 2.635 3.186 -0.424
C 2.729 4.566 -0.395
C 2.129 5.321 -1.396
C 1.459 4.682 -2.423
C 1.354 3.291 -2.476
C 0.627 2.649 -3.627
H 6.132 -0.663 -0.328
H 4.553 -1.362 -0.683
H 4.713 0.368 -0.545
H 7.285 -1.667 -2.190
H 7.918 -1.520 -4.564
H 6.536 -0.177 -6.131
H 4.487 0.941 -5.287
H 3.599 1.981 -2.888
H 3.142 -1.322 -2.899
H -0.513 -2.348 0.934
H -0.132 -4.687 0.327
H 1.428 -5.249 -1.513
H 2.860 -4.642 -3.220
H 3.923 -3.302 -2.810
H 2.611 -3.074 -3.973
H 3.063 2.575 0.359
H 3.262 5.051 0.413
H 2.188 6.402 -1.377
H 0.997 5.267 -3.212
H -0.422 2.951 -3.637
H 0.659 1.563 -3.575
H 1.066 2.960 -4.578
F -5.216 0.569 -1.377
C -4.813 1.056 -0.202
C -4.072 0.327 0.647
N -3.696 0.819 1.883
C -2.910 0.010 2.816
C -1.418 0.003 2.495
O -0.623 0.039 3.420
O -1.177 -0.111 1.243
C -3.986 2.108 2.265
O -3.647 2.607 3.323
N -4.729 2.825 1.344
C -5.196 2.418 0.099
O -5.831 3.177 -0.609
H -3.742 -0.673 0.378
H -3.286 -1.016 2.801
H -3.044 0.425 3.807
H -4.970 3.762 1.629
Cl 2.352 0.305 1.510
Se -2.918 -2.325 -1.375
C -4.370 -2.541 -2.473
N -5.289 -2.677 -3.167
*
```

The energy above the lowest of the compared OMol25 structures with the same formula, charge and spin is 0.0 kJ/mol. As for the expectation value of S²: 2.01. The calculation puts the total energy at -167388.17051 eV.

***

No. 2
Density functional theory data (ωB97M-V/def2-TZVPD) for C39H34GeN4O5Ti as an isolated structure at a distorted geometry.

```
! wB97M-V def2-TZVPD RIJCOSX def2/J DEFGRID3
* xyz -2 3
Ti 0.588 0.764 -0.159
O 1.838 2.648 -0.409
C 2.757 3.037 0.619
C 2.007 3.947 1.575
C 0.608 3.456 1.955
C 0.514 2.152 2.694
C 0.517 2.101 4.089
C 0.317 0.896 4.743
C 0.079 -0.247 3.985
C 0.093 -0.124 2.611
N 0.332 1.032 1.979
H 2.262 2.126 -1.123
H 3.599 3.568 0.157
H 3.146 2.150 1.120
H 1.895 4.936 1.122
H 2.621 4.075 2.473
H -0.018 3.345 1.059
H 0.136 4.216 2.586
H 0.670 3.027 4.631
H 0.330 0.847 5.825
H -0.123 -1.215 4.422
H -0.112 -0.983 1.983
O 1.925 -3.015 -4.366
C 1.478 -3.711 -3.331
O 1.389 -4.925 -3.372
C 1.036 -2.925 -2.159
C 0.513 -3.500 -1.042
N 0.197 -2.523 -0.154
N 0.408 -1.266 -0.690
C 0.978 -1.512 -1.941
C 1.468 -0.411 -2.694
O 1.982 -0.527 -3.840
O 1.327 0.747 -2.086
H 1.955 -2.015 -4.159
H 0.347 -4.541 -0.826
H -0.412 -2.628 0.638
N 2.684 -0.059 0.736
C 3.824 -0.218 0.959
C 5.161 -0.416 1.267
C 6.023 -1.237 0.462
C 7.336 -1.399 0.803
C 7.903 -0.781 1.942
C 7.058 0.022 2.736
C 5.738 0.210 2.428
H 5.621 -1.719 -0.419
H 7.956 -2.026 0.169
H 8.945 -0.918 2.195
H 7.456 0.510 3.621
H 5.114 0.830 3.062
C -1.048 1.557 -0.322
Ge -2.400 0.386 -0.893
C -4.152 1.329 -1.131
C -5.347 0.671 -1.422
C -6.540 1.365 -1.569
C -6.560 2.747 -1.430
C -5.382 3.419 -1.144
C -4.193 2.712 -0.995
C -2.135 -0.548 -2.601
C -2.460 -1.868 -2.903
C -2.138 -2.433 -4.131
C -1.486 -1.680 -5.092
C -1.170 -0.357 -4.821
C -1.493 0.198 -3.592
C -2.915 -0.843 0.613
C -2.971 -2.236 0.672
C -3.244 -2.914 1.858
C -3.486 -2.210 3.026
C -3.451 -0.822 2.994
C -3.167 -0.160 1.810
H -5.353 -0.407 -1.540
H -7.456 0.829 -1.794
H -7.489 3.294 -1.546
H -5.385 4.499 -1.035
H -3.268 3.227 -0.759
H -2.959 -2.493 -2.177
H -2.367 -3.475 -4.320
H -1.195 -2.132 -6.032
H -0.620 0.230 -5.545
H -1.170 1.209 -3.372
H -2.770 -2.830 -0.208
H -3.269 -3.999 1.863
H -3.697 -2.733 3.952
H -3.627 -0.251 3.899
H -3.104 0.924 1.809
*
```

The energy above the lowest of the compared OMol25 structures with the same formula, charge and spin is 0.0 kJ/mol. As for the expectation value of S²: 2.03. The calculation puts the total energy at -136823.07220 eV.

***

No. 3
Density functional theory data (ωB97M-V/def2-TZVPD) for C39H35AlN3O2S as an isolated structure.

```
! wB97M-V def2-TZVPD RIJCOSX def2/J DEFGRID3
* xyz 1 1
Al 0.119 0.052 0.269
O 1.757 -0.211 -0.142
C 2.893 -0.166 0.714
C 2.611 -1.039 1.953
C 1.325 -0.821 2.704
C 1.250 -0.698 4.081
C 0.009 -0.774 4.697
C -1.120 -1.090 3.953
C -0.990 -1.226 2.586
C -2.038 -1.809 1.678
C -2.631 -0.780 0.708
O -1.568 -0.203 -0.026
C -3.360 0.270 1.549
C -2.978 1.602 1.565
C -3.653 2.519 2.366
C -4.714 2.112 3.154
C -5.111 0.779 3.132
C -4.442 -0.131 2.334
C -3.595 -1.392 -0.308
C -3.635 -2.748 -0.604
C -4.504 -3.237 -1.573
C -5.348 -2.375 -2.255
C -5.318 -1.017 -1.964
C -4.448 -0.533 -1.001
N 0.191 -0.964 1.982
C 4.067 -0.795 -0.041
C 3.913 -2.081 -0.560
C 4.940 -2.699 -1.251
C 6.148 -2.037 -1.439
C 6.307 -0.758 -0.937
C 5.273 -0.139 -0.242
C 3.177 1.283 1.090
C 3.468 1.694 2.385
C 3.741 3.029 2.663
C 3.736 3.966 1.644
C 3.460 3.561 0.344
C 3.183 2.234 0.070
H 2.544 -2.068 1.594
H 3.453 -1.011 2.643
H 2.154 -0.581 4.661
H -0.067 -0.657 5.770
H -2.079 -1.256 4.423
H -1.531 -2.580 1.094
H -2.813 -2.291 2.273
H -2.161 1.933 0.941
H -3.346 3.556 2.363
H -5.239 2.824 3.776
H -5.949 0.452 3.733
H -4.782 -1.160 2.304
H -2.997 -3.450 -0.084
H -4.525 -4.297 -1.786
H -6.036 -2.759 -2.996
H -5.987 -0.337 -2.475
H -4.455 0.523 -0.753
H 2.967 -2.597 -0.451
H 4.799 -3.696 -1.645
H 6.956 -2.520 -1.971
H 7.240 -0.230 -1.082
H 5.425 0.857 0.151
H 3.508 0.984 3.199
H 3.965 3.329 3.678
H 3.950 5.004 1.858
H 3.457 4.285 -0.461
H 2.965 1.922 -0.942
C -2.447 -0.450 -4.055
C -1.212 0.328 -3.759
C -0.143 0.478 -4.607
C 0.977 1.186 -4.152
N 1.026 1.731 -2.935
C -0.018 1.608 -2.137
S -0.053 2.302 -0.549
N -1.114 0.910 -2.548
C 2.195 1.344 -4.995
H -2.456 -0.765 -5.095
H -3.336 0.146 -3.855
H -2.494 -1.333 -3.413
H -0.168 0.045 -5.596
H -1.841 0.770 -1.846
H 2.013 1.076 -6.032
H 2.981 0.700 -4.594
H 2.556 2.369 -4.928
*
```

The calculation puts the total energy at -67009.04329 eV.